(w)
This record from OMol25 describes the molecule C4H5FN2S. The level of theory is ωB97M-V with the def2-TZVPD basis set.

Structure (ORCA input):
```
! RIJCOSX wB97M-V def2-TZVPD def2/J DEFGRID3
* xyz 0 1
C -0.7650 -2.3919 0.2222
C -1.0078 -1.1588 -0.1023
C 0.0650 -0.3342 -0.0122
C 1.2926 2.4574 0.0886
H 0.3858 -2.8548 0.0703
H -2.1123 -0.5251 0.0840
H -1.1148 0.7941 -1.3486
H 1.7961 1.6971 0.9594
H 1.7485 3.4271 -0.2065
N -0.3001 0.9389 -0.5043
N 0.3229 2.1428 -0.7378
F -1.7213 -3.3429 0.6570
S 1.4105 -0.8496 0.8303
*
```

As for the LUMO energy: -0.6 eV. The calculation puts the orbital gap at 7.890 eV.

=====

(x)
This record from OMol25 describes the molecule C4H5FN2S. The level of theory is ωB97M-V with the def2-TZVPD basis set.

Structure (ORCA input):
```
! RIJCOSX wB97M-V def2-TZVPD def2/J DEFGRID3
* xyz 0 1
C 0.9549 0.6393 0.1716
C 1.4561 -0.6016 -0.1105
C 0.3210 -1.5598 -0.0642
C -0.9054 -0.6968 -0.2245
H -1.5047 1.9596 1.0078
H -0.7350 2.6815 -0.6350
H 1.3688 1.6238 0.2689
H 0.2938 -2.1352 -0.9163
H 0.1104 -2.1022 0.9055
N -1.1882 1.6915 -0.1733
N -0.4565 0.5474 -0.1647
F 2.7271 -0.8599 -0.0618
S -2.4421 -1.1876 -0.0035
*
```

As for the LUMO energy: 0.3 eV. The calculation puts the orbital gap at 8.404 eV.

=====

It turns out (x) is the most stable, with the second structure 1.493 eV higher.

=====

(w)
This record from OMol25 describes a structure of composition C3HFN2O2. The level of theory is ωB97M-V with the def2-TZVPD basis set.

Structure (ORCA input):
```
! RIJCOSX wB97M-V def2-TZVPD def2/J DEFGRID3
* xyz 0 1
C 0.2680 0.9108 0.4604
C 0.2672 -0.3200 1.1442
C -0.3327 -0.0880 -1.4880
H 0.0576 -0.6277 2.4343
N 0.1213 -1.3465 0.3612
N 0.0988 0.9502 -0.8072
O 0.0587 -1.2783 -0.9836
O -1.1665 -0.1183 -2.4795
F 0.6276 1.9178 1.3582
*
```

As for the LUMO energy: -1.5 eV. The calculation puts the orbital gap at 9.558 eV.

=====

(x)
This record from OMol25 describes a cluster of 2 separate species, C3HFN2O2 in total. The level of theory is ωB97M-V with the def2-TZVPD basis set.

Structure (ORCA input):
```
! RIJCOSX wB97M-V def2-TZVPD def2/J DEFGRID3
* xyz 0 1
C 2.0568 0.0246 0.3865
C -0.1586 0.9373 0.8035
C -1.2837 -0.7118 -0.6550
N 2.9604 -0.4857 -0.0893
N 1.0416 0.7550 0.8669
O -0.9183 -1.6115 0.0732
O -1.2492 1.2620 0.7944
F -0.3475 -0.0884 -1.4233
H -2.1016 -0.0815 -0.7569
*
```

As for the LUMO energy: 0.3 eV. The calculation puts the orbital gap at 11.621 eV.

=====

It turns out (x) is the most stable, with the second structure 2.390 eV higher.

=====

(w)
This record from OMol25 describes a cluster of 2 separate species, C8H7F5 in total. The level of theory is ωB97M-V with the def2-TZVPD basis set.

Structure (ORCA input):
```
! RIJCOSX wB97M-V def2-TZVPD def2/J DEFGRID3
* xyz 0 1
C 2.8509 -0.4639 0.8404
C 3.3167 0.1641 1.8576
C -3.6390 -0.7672 -0.1947
C -2.7219 0.0730 -0.5938
C -0.5322 0.5902 -0.0155
C 2.6028 -1.1741 -0.2450
C 0.2887 1.5997 -0.2740
C -1.2596 -0.2100 -0.9754
F -0.4578 0.0581 1.2387
F 2.4223 -2.4590 -0.3013
F 2.1077 -0.5758 -1.3790
F 0.9241 2.2372 0.7046
F 0.1775 2.1985 -1.4612
H 4.3307 0.6905 1.8745
H 2.8599 0.3131 2.7551
H -4.5023 -0.3186 0.1077
H -3.3977 -1.7520 -0.3542
H -3.0562 1.0585 -0.5977
H -1.1688 -1.3205 -1.0480
H -1.1459 0.0583 -1.9389
*
```

As for the LUMO energy: 0.8 eV. The calculation puts the orbital gap at 10.124 eV.

=====

(x)
This record from OMol25 describes a cluster of 2 separate species, C8H7F5 in total. The level of theory is ωB97M-V with the def2-TZVPD basis set.

Structure (ORCA input):
```
! RIJCOSX wB97M-V def2-TZVPD def2/J DEFGRID3
* xyz 0 1
C -2.6307 1.3270 -1.9524
C -2.9500 2.1978 -1.0755
C 1.8613 -2.0463 0.5810
C 1.3224 -0.9254 0.9610
C -0.9059 0.0458 0.5070
C -2.2224 0.4839 -2.8543
C -1.8731 -0.8601 0.2854
C 0.4759 -0.1589 -0.0500
F -1.2126 1.0309 1.3732
F -0.9739 -0.0461 -3.0238
F -2.9845 -0.1255 -3.7416
F -3.1949 -0.9089 0.5858
F -1.5767 -1.9317 -0.4435
H -2.9585 3.3585 -1.1739
H -3.3492 1.9225 -0.2044
H 2.5075 -2.4984 1.2966
H 1.7169 -2.4030 -0.3464
H 1.4818 -0.5251 2.0102
H 0.7181 0.9402 -0.3205
H 0.2706 -0.5347 -1.0094
*
```

As for the LUMO energy: 0.8 eV. The calculation puts the orbital gap at 10.056 eV.

=====

It turns out (x) is the most stable, with the second structure 0.346 eV higher.